# 1
The following is a quantum chemistry calculation of a cluster of 10 separate species, C18H36BBr14N2O8 in total, from OMol25.

CARTESIAN COORDINATES (ANGSTROEM)
N: -0.7399 -0.8029 5.9005
H: -0.2306 -0.2323 5.2408
H: -0.1416 -1.6165 5.9037
H: -1.6142 -1.1536 5.5361
H: -0.7192 -0.2627 6.7536
N: -3.9320 -3.2410 0.0091
H: -3.8627 -4.2333 -0.1658
H: -3.5138 -3.2163 0.9281
H: -4.8080 -2.7419 -0.0505
H: -3.2527 -2.8103 -0.6019
O: -1.8028 -1.6998 -1.0746
C: -1.1391 -0.8032 -0.4762
O: -0.3629 -0.8139 0.6458
B: -0.0017 0.5235 1.1385
O: -0.7291 1.4029 0.1477
C: -1.2958 0.6704 -0.7863
O: -1.9878 1.0422 -1.7201
O: 1.4363 0.7570 1.1225
C: 1.9159 1.1713 2.2440
O: 3.0903 1.2648 2.7193
C: 0.6975 0.9844 3.2646
O: -0.3226 0.6633 2.5576
O: 0.7318 1.0642 4.4787
Br: -2.6948 -4.6665 -2.5132
C: -2.0038 -4.2358 -4.2790
C: -1.1970 -2.8837 -4.2526
Br: -0.6926 -2.3810 -6.1368
H: -2.8915 -4.1173 -4.9003
H: -1.3703 -5.0223 -4.6893
H: -0.2498 -2.9171 -3.7143
H: -1.6879 -1.9676 -3.9242
Br: 2.6079 -2.2807 0.9192
C: 1.4251 -3.4896 -0.2339
C: 2.1158 -3.8073 -1.5754
Br: 1.1736 -5.4080 -2.4197
H: 0.3937 -3.1386 -0.2013
H: 1.2785 -4.4430 0.2735
H: 3.1801 -3.9723 -1.4081
H: 1.9756 -3.1074 -2.3992
Br: 0.1507 2.7154 -5.9254
C: 0.8398 1.0611 -5.2202
C: 1.1552 1.2821 -3.7122
Br: 1.5000 -0.4603 -2.9554
H: 1.7550 0.8555 -5.7754
H: 0.1032 0.2795 -5.4062
H: 0.3017 1.7047 -3.1819
H: 1.9668 1.9661 -3.4639
Br: -2.7121 0.5030 -5.8158
C: -3.0929 2.0835 -4.7089
C: -4.3443 1.6258 -3.9268
Br: -5.2006 3.1284 -2.9298
H: -3.2479 2.9307 -5.3770
H: -2.3229 2.3231 -3.9756
H: -4.3352 0.8591 -3.1520
H: -5.1805 1.4211 -4.5954
Br: 1.3583 0.6122 7.8571
C: 3.1421 1.6162 7.9064
C: 3.2893 2.4793 6.6660
Br: 5.1166 3.2200 6.5410
H: 4.0048 0.9540 7.9791
H: 3.1685 2.1997 8.8266
H: 2.6365 3.3484 6.5840
H: 3.0242 1.9090 5.7757
Br: -2.5303 4.8071 3.7471
C: -2.2161 3.4732 2.3355
C: -3.4026 3.3588 1.3900
Br: -4.9544 2.6335 2.3336
H: -1.9498 2.5566 2.8619
H: -1.3467 3.7080 1.7213
H: -3.0407 2.6719 0.6249
H: -3.7400 4.2732 0.9019
Br: 4.8596 -1.6857 -1.6304
C: 5.7385 0.0228 -1.0158
C: 4.6459 0.8986 -0.5027
Br: 5.2532 2.7873 -0.1791
H: 6.1668 0.5406 -1.8741
H: 6.5610 -0.2182 -0.3423
H: 4.3571 0.4811 0.4619
H: 3.7445 0.9954 -1.1079

Properties
Energy relative to the best compared isomer or geometry (same formula, charge and spin), eV: 2.658
HOMO energy, eV: -11.518
Net charge: +1

# 2
The following is a quantum chemistry calculation of a structure of composition C20H39Cl3N3NdO3Si, from OMol25.

CARTESIAN COORDINATES (ANGSTROEM)
C: -1.5405 -2.4166 -4.0896
C: -1.0826 -3.2309 -2.9128
H: -1.6024 -3.0058 -5.0123
H: -0.8998 -1.5288 -4.2630
H: -2.5518 -2.0328 -3.8726
C: -0.4750 -4.4238 -2.9901
C: -0.2780 -5.1784 -4.2488
H: -0.1066 -4.9088 -2.0912
H: -0.2708 -4.5342 -5.1349
H: -1.0718 -5.9242 -4.3758
H: 0.6649 -5.7306 -4.1991
Nd: -0.0523 0.7186 -0.8820
Cl: -2.6088 1.3226 -1.1902
Cl: 1.7797 1.8932 -2.3378
H: 0.7659 5.1153 3.3773
H: -1.3205 6.0654 2.6001
C: 1.0442 4.7344 2.3909
C: -1.0509 5.7865 1.5750
N: -0.1655 4.6245 1.5869
H: 1.5059 3.7526 2.4747
C: -0.4303 3.5478 0.8622
O: 0.2427 2.4791 0.8779
H: -1.9658 5.5445 1.0278
H: -1.3124 3.6250 0.2045
H: 1.7451 5.4373 1.9247
H: -0.5776 6.6558 1.1010
H: 1.3551 -1.5090 -3.2126
H: 2.4574 -4.1589 -1.9381
C: 2.4349 -1.3781 -3.0310
C: 3.2936 -3.4389 -1.9272
N: 2.8070 -2.0632 -1.7984
H: 2.6599 -0.3049 -2.9537
C: 2.7138 -1.4942 -0.5820
O: 2.1806 -0.3928 -0.3292
H: 3.9451 -3.6698 -1.0735
H: 3.1642 -2.1210 0.2082
H: 2.9876 -1.8350 -3.8654
H: 3.8517 -3.5565 -2.8666
O: -0.4361 -1.3952 -1.5777
C: -1.2603 -2.4919 -1.6003
C: 0.2069 -3.7745 0.0304
C: -1.0686 -3.3854 -0.3751
H: 1.0691 -3.3065 -0.4575
C: 0.3471 -4.7642 1.0099
H: -2.3044 -2.1394 -1.5679
C: -2.2007 -3.8656 0.2811
H: 1.3408 -5.0864 1.3196
C: -0.7894 -5.3459 1.5820
C: -2.0600 -4.8678 1.2396
H: -3.1801 -3.4726 -0.0021
H: -0.6973 -6.1541 2.3125
H: -2.9526 -5.2826 1.7060
Si: -0.5557 3.8548 -4.3807
Cl: -1.0605 1.7881 -4.3454
C: 1.2303 4.3897 -4.1228
C: -1.6451 4.5058 -2.9806
C: -0.9001 4.5086 -6.1274
H: 1.7825 3.7572 -3.4172
H: 1.2496 5.4141 -3.7330
H: 1.7877 4.3929 -5.0634
H: -0.1242 4.1770 -6.8367
H: -0.8959 5.6065 -6.1256
H: -1.8580 4.1753 -6.5424
H: -1.6079 3.8783 -2.0736
H: -2.6934 4.5238 -3.3096
H: -1.3749 5.5410 -2.7227
N: -0.1344 -0.5298 1.4774
H: 0.8291 -0.8431 1.6119
H: -0.7249 -1.3616 1.4499
H: -0.3980 0.0329 2.2832

Properties
Energy relative to the best compared isomer or geometry (same formula, charge and spin), eV: 0.000
Multiplicity: 4
HOMO energy (spin up / spin down), eV: -8.293 / -8.305
Net charge: 0

# 3
The following is a quantum chemistry calculation of a cluster of 2 separate species, C2H5BrSi in total, from OMol25.

CARTESIAN COORDINATES (ANGSTROEM)
C: 0.0243 -0.1458 -0.4884
C: -0.8241 0.7613 -0.7200
Si: 0.7890 -0.4163 1.3619
Br: -1.4559 0.6678 -3.6620
H: 0.5576 -0.6462 -1.3357
H: -1.7000 1.2799 -0.6489
H: 1.6957 0.5935 1.7069
H: 1.4969 -1.7595 1.5732
H: -0.5836 -0.3347 2.2131

Properties
Energy relative to the best compared isomer or geometry (same formula, charge and spin), eV: 4.471
HOMO energy (spin up / spin down), eV: -9.014 / -8.651
Net charge: 0

# 4
The following is a quantum chemistry calculation of a cluster of 7 separate species, C21H44IN2O7P in total, from OMol25.

CARTESIAN COORDINATES (ANGSTROEM)
C: 4.5290 -3.6189 -3.0532
C: 4.4417 -2.2288 -2.4197
C: 5.6603 -1.4795 -2.2802
C: 5.6052 -0.2408 -1.7434
C: 4.3974 0.3732 -1.3195
N: 4.4716 1.6320 -0.7951
C: 3.2873 2.0754 -0.4473
C: 2.0625 1.3722 -0.6255
N: 1.9956 0.1640 -1.1341
C: 3.2121 -0.3537 -1.4698
C: 3.2479 -1.6817 -2.0215
P: 1.7653 -2.7553 -2.2587
O: 1.0252 -2.1249 -3.6041
I: 0.2272 -2.5214 -0.3516
H: 5.5705 -3.8821 -3.2564
H: 3.9684 -3.5765 -3.9987
H: 4.0166 -4.3314 -2.4005
H: 6.5995 -1.9115 -2.6176
H: 6.5368 0.3186 -1.6382
H: 3.2391 3.0666 0.0135
H: 1.1349 1.8521 -0.3061
H: 1.0501 -1.1556 -3.5896
C: -3.8847 -2.7124 -0.7948
C: -4.2911 -3.7600 0.2232
O: -3.2640 -4.7367 0.3867
H: -3.6735 -3.1782 -1.7590
H: -4.6743 -1.9703 -0.9264
H: -2.9713 -2.2012 -0.4799
H: -5.1896 -4.2830 -0.1017
H: -4.4945 -3.2952 1.1939
H: -2.4702 -4.2802 0.6835
C: -1.6995 5.2848 0.2131
C: -1.6038 3.9363 -0.4759
O: -0.7085 3.0747 0.2215
H: -0.7162 5.7544 0.2696
H: -2.3776 5.9514 -0.3229
H: -2.0601 5.1694 1.2381
H: -1.2237 4.0519 -1.4906
H: -2.5875 3.4585 -0.5276
H: -1.0477 2.9634 1.1182
C: 2.2506 3.2780 3.9150
C: 1.0845 4.1762 3.5523
O: -0.1484 3.4799 3.7199
H: 2.2496 2.3825 3.2905
H: 3.2017 3.7974 3.7843
H: 2.1720 2.9482 4.9529
H: 1.1538 4.4886 2.5101
H: 1.0724 5.0722 4.1801
H: -0.2070 3.2156 4.6439
C: -7.2609 0.3260 -2.2429
C: -7.8505 -0.8615 -1.5046
O: -7.1163 -1.1356 -0.3141
H: -6.2174 0.1358 -2.4980
H: -7.8154 0.5322 -3.1600
H: -7.2809 1.2200 -1.6145
H: -7.8101 -1.7555 -2.1256
H: -8.8961 -0.6713 -1.2405
H: -7.1587 -0.3514 0.2419
C: -0.9976 5.8509 8.0165
C: -0.4366 5.3120 6.7144
O: 0.6873 4.4645 6.9583
H: -0.2341 6.4124 8.5563
H: -1.8521 6.5043 7.8341
H: -1.3163 5.0331 8.6676
H: -0.1031 6.1296 6.0768
H: -1.1977 4.7407 6.1726
H: 0.3861 3.7380 7.5137
C: 2.4840 -7.4715 -5.0091
C: 3.9868 -7.3570 -5.1847
O: 4.5792 -6.6965 -4.0690
H: 2.0372 -6.4828 -4.8953
H: 2.0260 -7.9683 -5.8661
H: 2.2427 -8.0390 -4.1069
H: 4.2242 -6.7730 -6.0732
H: 4.4400 -8.3483 -5.2917
H: 4.3800 -7.2155 -3.2835

Properties
HOMO energy, eV: -8.186
Net charge: 0

# 5
The following is a quantum chemistry calculation of a structure of composition C12H21N7Pd, from OMol25.

CARTESIAN COORDINATES (ANGSTROEM)
Pd: 0.2536 -0.0257 -0.0875
C: -0.4380 1.3919 2.3938
C: -0.8931 2.2719 1.2362
N: -1.5198 1.4444 0.1864
C: -2.7735 0.7605 0.5321
C: -2.8234 -0.6604 -0.0498
N: -1.5561 -1.4004 0.0755
C: -1.2570 -2.0709 1.3565
C: -0.9211 -1.0606 2.4260
N: 0.0219 0.0215 1.9411
H: -1.2330 1.2458 3.1208
H: 0.3737 1.8870 2.9231
H: -0.0248 2.7454 0.7842
H: -1.5446 3.0691 1.6021
H: -1.6333 1.9921 -0.6574
H: -3.6359 1.3147 0.1606
H: -2.8735 0.7391 1.6150
H: -3.0347 -0.5917 -1.1171
H: -3.6505 -1.2094 0.4072
H: -1.5233 -2.0997 -0.6563
H: -0.3957 -2.7130 1.1767
H: -2.0764 -2.7101 1.6968
H: -0.4805 -1.5724 3.2814
H: -1.8169 -0.5710 2.7937
H: 0.9348 -0.1552 2.3435
N: 1.6724 -0.0356 -3.8550
C: 0.3584 -0.0534 -4.2788
C: -0.4027 -0.0494 -3.1563
N: 0.4346 -0.0287 -2.0586
C: 1.6733 -0.0218 -2.5165
C: 2.7267 -0.0034 -1.5293
N: 2.3374 0.0016 -0.2707
C: 3.4816 0.0168 0.4975
C: 4.5619 0.0207 -0.3270
N: 4.0656 0.0082 -1.6130
H: 2.4756 -0.0360 -4.4644
H: 0.0914 -0.0656 -5.3219
H: -1.4754 -0.0565 -3.0723
H: 3.4635 0.0230 1.5734
H: 5.6188 0.0307 -0.1208
H: 4.6278 0.0066 -2.4496

Properties
HOMO energy, eV: -14.727
Net charge: +2

# 6
The following is a quantum chemistry calculation of a structure of composition C22H28FI2N4NaO2, from OMol25.

CARTESIAN COORDINATES (ANGSTROEM)
Na: -0.0839 0.2335 0.0302
O: 6.4128 1.2503 2.3011
C: 6.2336 0.8432 0.9591
C: 4.8297 0.3430 0.7681
C: 4.4007 -0.0708 -0.4852
C: 3.1030 -0.5180 -0.6291
N: 2.2295 -0.5714 0.3774
C: 2.6392 -0.1739 1.5852
C: 3.9287 0.2880 1.8180
C: 1.6187 -0.2159 2.6921
C: 1.9873 -0.1184 4.0243
C: 1.0028 -0.1450 5.0059
C: 1.3786 -0.0400 6.4639
O: 2.5206 -0.8131 6.7903
C: -0.3157 -0.2711 4.6026
C: -0.5939 -0.3652 3.2469
N: 0.3448 -0.3437 2.3108
H: 7.2908 1.6295 2.3951
H: 6.9281 0.0362 0.6970
H: 6.4090 1.6723 0.2651
H: 5.0534 -0.0394 -1.3484
H: 2.7360 -0.8404 -1.5968
H: 4.2322 0.6362 2.7918
H: 3.0233 -0.0445 4.3203
H: 0.5171 -0.3051 7.0850
H: 1.6425 0.9916 6.7012
H: 2.3145 -1.7402 6.6312
H: -1.1213 -0.3012 5.3251
H: -1.6168 -0.4753 2.9045
F: 0.5126 6.7275 0.1343
C: 0.3355 5.3839 -0.0274
C: -0.8758 4.9160 -0.4874
C: -1.0332 3.5386 -0.6404
C: -0.0440 2.5757 -0.3624
C: 1.1542 3.1598 0.0988
C: 1.3719 4.5279 0.2733
H: -1.6678 5.6188 -0.7172
H: -2.0079 3.2176 -1.0107
H: 2.0087 2.5241 0.3501
H: 2.3133 4.9273 0.6313
C: -5.4048 -1.0380 0.1021
C: -4.4578 -1.6434 -0.9263
C: -4.7119 -3.1409 -1.0493
C: -4.6524 -0.9760 -2.2902
N: -3.0737 -1.5181 -0.4200
N: -2.5556 -0.1976 -0.3130
H: -6.4440 -1.1864 -0.1955
H: -5.2541 0.0383 0.2061
H: -5.2547 -1.5071 1.0757
H: -5.7362 -3.3335 -1.3707
H: -4.5431 -3.6339 -0.0913
H: -4.0435 -3.5918 -1.7874
H: -5.6533 -1.1775 -2.6756
H: -3.9339 -1.3626 -3.0171
H: -4.5488 0.1099 -2.2449
H: -2.4480 -2.0317 -1.0310
H: -2.9036 0.2108 0.5461
H: -2.8581 0.4099 -1.0712
I: 0.5081 -2.9956 -0.1211
I: -0.9296 -5.1391 -0.7008

Properties
Energy relative to the best compared isomer or geometry (same formula, charge and spin), eV: 2.968
HOMO energy, eV: -6.445
Net charge: 0

Number 1: electronic energy -37479.874888 Ha, maximum force 0.1193 Eh/bohr. Number 2: electronic energy -3407.244966 Ha, maximum force 0.0360 Eh/bohr. Number 3: electronic energy -2942.545210 Ha, maximum force 0.0687 Eh/bohr. Number 4: electronic energy -2101.769333 Ha, maximum force 0.0265 Eh/bohr. Number 5: electronic energy -980.549935 Ha, maximum force 0.0133 Eh/bohr. Number 6: electronic energy -2082.156607 Ha, maximum force 0.0080 Eh/bohr.